55
Properties=species:S:1:pos:R:3 method="wB97M-V/def2-TZVPD" molar_mass_g_mol=591.937 de_lowest_kj_mol=0.0 multiplicity=2 gap_ev="7.614 / 7.628" s_squared=0.751 total_energy_ev=-78993.2040
C 2.13 0.13 2.99
C 2.49 -0.44 1.74
C 2.36 0.56 0.75
H 2.82 -1.47 1.63
C 1.88 1.74 1.36
C 1.71 1.48 2.75
H 1.64 2.69 0.87
C -1.34 -1.73 2.97
C -0.24 -2.36 2.34
C -0.49 -2.40 0.95
H 0.65 -2.76 2.84
C -1.70 -1.71 0.69
C -2.21 -1.26 1.94
H 2.63 0.44 -0.31
H 1.29 2.21 3.43
H 2.24 -0.45 3.90
H -3.09 -0.65 2.09
H 0.14 -2.87 0.18
H -1.64 -1.78 4.02
Yb -0.14 0.22 1.67
C -2.41 -1.52 -0.63
C -3.81 -2.13 -0.47
C -1.65 -2.21 -1.77
H -3.74 -3.13 -0.02
H -4.32 -2.24 -1.43
H -4.44 -1.53 0.19
H -1.68 -3.30 -1.63
H -0.60 -1.90 -1.81
H -2.11 -1.97 -2.73
C -2.55 0.00 -0.98
C -1.29 0.75 -1.40
H -3.02 0.55 -0.13
H -3.27 0.11 -1.81
O -0.28 0.75 -0.65
N -1.30 1.51 -2.50
C -0.24 2.53 -2.65
H -1.92 1.33 -3.30
C 1.14 1.98 -2.92
C 2.28 2.63 -2.43
H 2.13 3.52 -1.82
C 3.55 2.15 -2.74
H 4.45 2.66 -2.36
C 3.69 1.02 -3.55
H 4.68 0.63 -3.80
C 2.55 0.37 -4.05
H 2.63 -0.51 -4.69
C 1.28 0.87 -3.74
H 0.37 0.40 -4.14
H -0.22 3.12 -1.73
H -0.55 3.19 -3.48
O 0.93 1.07 5.76
Cl -0.08 0.15 5.29
O 0.31 -1.23 5.51
O -1.34 0.43 5.96
O -0.29 0.35 3.83